Entry from the Open Molecules 2025 dataset: an isolated molecule of C5H8O2S in a non-equilibrium geometry (wB97M-V/def2-TZVPD).

Each line ends with the Mulliken charge.
CARTESIAN COORDINATES (ANGSTROEM)
C (1.154, 1.003, 0.896)  -0.80
C (0.928, 0.502, -0.635)  0.07
O (-0.323, 0.630, -1.335)  -0.41
C (-1.518, 0.279, -0.525)  -0.65
C (-1.519, -1.024, 0.271)  -0.53
S (0.026, -2.033, -0.144)  -0.14
C (1.405, -0.892, -0.613)  0.40
O (2.636, -1.161, -0.563)  -0.56
H (0.100, 0.549, 1.470)  0.13
H (1.248, 2.209, 0.951)  0.27
H (1.990, 0.348, 1.467)  0.32
H (1.668, 1.016, -1.110)  0.43
H (-2.199, -0.060, -1.235)  0.38
H (-1.774, 1.129, 0.026)  0.38
H (-1.457, -0.742, 1.304)  0.38
H (-2.365, -1.754, -0.225)  0.34

Properties
HOMO energy: -9.49 eV
Total charge: 0
Energy relative to the best compared isomer or geometry (same formula, charge and spin): 321.3 kJ/mol
SMILES: C[C@@H]1OCCSC1=O
Calculated total energy: -743.86501 Ha